DFT (wB97M-V/def2-TZVPD) results for an isolated molecule of C11H20N2O5 in a non-equilibrium geometry.

* structure (SMILES): CC[C@H](C)[C@H](N)C(=O)N[C@@H](CCC(=O)O)C(=O)O
* gap between HOMO and LUMO: 9.62 eV
* strongest force on any atom: 3.90 eV/A
* ΔE to the lowest compared entry with this formula, charge and spin: 20.8 kcal per mole

Cartesian coordinates (Å):
C  -1.940  -0.772  0.636
C  -0.815  -1.094  -0.294
C  -3.234  -0.399  -0.056
C  -4.378  -0.676  0.913
C  -3.217  1.016  -0.578
C  -4.591  1.499  -1.077
C  1.464  -0.734  -0.866
C  2.423  -1.359  0.164
C  2.189  0.402  -1.646
C  2.199  1.849  -1.119
C  2.583  1.784  0.320
H  -0.830  -0.371  2.344
H  -1.349  1.016  1.447
H  -2.186  -1.790  1.112
H  -3.362  -1.096  -0.948
H  -4.324  0.149  1.677
H  -4.263  -1.634  1.360
H  -5.416  -0.612  0.507
H  -2.528  1.117  -1.421
H  -2.847  1.586  0.246
H  -4.906  0.801  -1.859
H  -4.434  2.504  -1.443
H  -5.412  1.513  -0.351
H  0.175  0.441  0.516
H  1.204  -1.504  -1.598
H  3.228  0.165  -1.586
H  1.947  0.392  -2.752
H  1.265  2.408  -1.312
H  3.074  2.318  -1.627
H  1.738  1.830  2.036
H  3.950  -2.393  0.319
N  -1.627  0.090  1.784
N  0.212  -0.310  -0.224
O  -0.942  -2.018  -1.074
O  2.366  -1.136  1.362
O  3.641  1.424  0.785
O  1.450  2.016  1.105
O  3.370  -2.087  -0.424